{
  "formula": "C53H53AsBCdF6N9OS2",
  "method": "ωB97M-V/def2-TZVPD",
  "symbols": ["Cd", "C", "C", "C", "C", "N", "N", "B", "N", "N", "C", "C", "C", "C", "C", "C", "C", "C", "C", "C", "N", "N", "C", "C", "C", "C", "C", "C", "C", "C", "C", "C", "C", "C", "C", "C", "C", "C", "H", "H", "H", "H", "H", "H", "H", "H", "H", "H", "H", "H", "H", "H", "H", "H", "H", "H", "H", "H", "H", "H", "H", "H", "H", "H", "H", "H", "C", "C", "C", "N", "C", "S", "N", "C", "O", "C", "C", "C", "C", "C", "C", "H", "H", "H", "H", "H", "H", "H", "H", "H", "H", "H", "H", "H", "H", "F", "As", "F", "F", "F", "F", "F", "N", "S", "C", "C", "C", "C", "C", "C", "C", "C", "C", "C", "C", "C", "H", "H", "H", "H", "H", "H", "H", "H", "H", "H", "H"],
  "xyz": [[-0.188650, -1.433165, -0.154446], [1.888613, -5.788437, 2.549512], [0.832306, -4.750721, 2.344898], [-0.241481, -4.449599, 3.155159], [-0.927759, -3.407657, 2.519192], [-0.284253, -3.083637, 1.395401], [0.789206, -3.919281, 1.287693], [1.741463, -3.935687, 0.052440], [0.948804, -3.983441, -1.277049], [0.360924, -2.875423, -1.817482], [-0.021049, -3.189348, -3.046149], [0.248499, -4.536793, -3.295005], [0.871335, -5.005080, -2.153281], [1.417797, -6.367907, -1.879678], [-0.526967, -2.168528, -3.983075], [-0.051335, -0.865863, -3.907593], [-0.530549, 0.114243, -4.764316], [-1.487735, -0.202826, -5.715481], [-1.933668, -1.513115, -5.825213], [-1.449931, -2.490898, -4.967894], [2.687595, -2.694634, 0.024355], [2.218882, -1.432700, -0.140719], [3.265510, -0.622890, -0.122001], [4.443191, -1.364157, 0.061198], [4.034655, -2.680790, 0.142125], [4.873274, -3.908035, 0.304593], [3.113638, 0.840438, -0.241626], [1.937658, 1.413175, -0.727067], [1.774954, 2.790452, -0.766168], [2.802154, 3.628335, -0.350289], [3.993093, 3.070091, 0.097961], [4.141912, 1.691831, 0.159037], [-2.159290, -2.757296, 3.027011], [-2.641584, -1.547250, 2.547059], [-3.803721, -0.987349, 3.054264], [-4.501978, -1.620899, 4.069784], [-4.028307, -2.827480, 4.567812], [-2.874336, -3.389244, 4.046682], [1.692811, -6.319888, 3.479030], [2.881323, -5.340928, 2.615526], [1.906799, -6.513635, 1.735978], [-0.489637, -4.942402, 4.079888], [2.417038, -4.914459, 0.135689], [0.082917, -5.079591, -4.211951], [1.156212, -7.030298, -2.702731], [1.005934, -6.785738, -0.960029], [2.504015, -6.352538, -1.783735], [0.725253, -0.629262, -3.186284], [-0.147963, 1.127675, -4.700592], [-1.881537, 0.565474, -6.367935], [-2.672196, -1.772435, -6.572850], [-1.827048, -3.504376, -5.037108], [5.460496, -1.009182, 0.087409], [5.918469, -3.617038, 0.397678], [4.780138, -4.571043, -0.556533], [4.595503, -4.479033, 1.190652], [1.152105, 0.767615, -1.105257], [0.840166, 3.216436, -1.125056], [2.680528, 4.703906, -0.385936], [4.809236, 3.710055, 0.409297], [5.063542, 1.274799, 0.543838], [-2.111540, -1.017895, 1.767987], [-4.167716, -0.054061, 2.641703], [-5.414296, -1.188123, 4.460711], [-4.566782, -3.341281, 5.354474], [-2.543094, -4.347040, 4.423773], [-2.348185, 7.189319, -0.872022], [-2.702138, 6.406621, -2.134967], [-3.429647, 5.099645, -1.863325], [-2.549648, 4.139603, -1.168367], [-2.453727, 2.850917, -1.364708], [-1.642399, 1.876551, -0.187265], [-2.909419, 2.274016, -2.484630], [-2.810834, 2.785516, -3.824292], [-3.556666, 2.369400, -4.657086], [-1.701678, 3.744125, -4.079097], [-1.912614, 4.784948, -4.975143], [-0.883479, 5.671866, -5.247398], [0.358176, 5.506736, -4.643209], [0.580216, 4.443240, -3.776400], [-0.451920, 3.561738, -3.490554], [-1.753817, 8.067307, -1.120648], [-1.753705, 6.608425, -0.159349], [-3.247406, 7.529315, -0.354642], [-1.805461, 6.193447, -2.724724], [-3.359566, 7.011194, -2.761344], [-3.771263, 4.658455, -2.792320], [-4.300548, 5.259444, -1.225009], [-2.070851, 4.506877, -0.356688], [-3.327632, 1.339569, -2.422972], [-2.878282, 4.886344, -5.456569], [-1.044996, 6.485591, -5.941994], [1.159544, 6.200990, -4.861382], [1.556261, 4.291954, -3.332880], [-0.270398, 2.702956, -2.847772], [-1.987315, -0.627781, -1.567816], [-3.579236, -1.467867, -1.231982], [-3.252334, -2.555853, -2.492233], [-4.267677, -0.346043, -2.350595], [-5.051997, -2.204935, -0.835711], [-3.809191, -0.273945, 0.010709], [-2.646841, -2.425237, -0.140324], [0.165018, 0.051644, 1.590740], [0.877458, -0.582025, 2.873307], [0.009667, -0.061851, 4.348471], [0.298324, -0.742097, 5.522662], [-0.356818, -0.374935, 6.687894], [-1.294616, 0.650848, 6.663498], [-1.585943, 1.306628, 5.474969], [-0.934559, 0.945701, 4.303866], [2.420501, 0.275048, 3.117489], [3.576835, -0.486273, 3.075433], [4.805431, 0.142695, 3.246267], [4.858736, 1.512960, 3.446814], [3.688902, 2.268467, 3.475003], [2.461737, 1.651738, 3.310639], [0.416587, 1.030888, 1.476317], [1.020827, -1.552383, 5.522642], [-0.143686, -0.895621, 7.612739], [-1.811564, 0.928781, 7.572641], [-2.332689, 2.090210, 5.457751], [-1.179918, 1.415892, 3.358078], [3.516661, -1.555817, 2.907505], [5.717296, -0.440325, 3.219841], [5.816389, 2.000594, 3.582852], [3.735581, 3.338373, 3.633393], [1.546961, 2.232260, 3.354614]],
  "atomic_forces_ev_per_a": [[0.20, -0.14, 0.14], [-0.06, 0.03, 0.01], [0.02, 0.00, 0.06], [0.06, -0.17, 0.10], [-0.08, 0.10, 0.15], [0.09, -0.24, -0.09], [0.10, 0.19, -0.14], [-0.10, 0.12, -0.07], [-0.22, -0.05, 0.06], [0.27, 0.13, 0.42], [-0.20, 0.08, -0.36], [0.15, -0.14, -0.09], [0.04, -0.01, -0.07], [-0.04, 0.03, -0.01], [0.03, -0.13, 0.18], [0.13, 0.22, 0.10], [0.04, 0.05, 0.09], [-0.05, -0.04, -0.02], [0.00, -0.04, 0.01], [-0.22, -0.02, -0.10], [-0.04, -0.14, 0.07], [-0.14, -0.38, 0.16], [0.22, 0.34, -0.05], [0.05, -0.06, -0.14], [-0.01, 0.05, -0.04], [-0.02, 0.06, -0.03], [0.00, -0.04, -0.01], [-0.01, 0.03, -0.09], [-0.06, 0.01, 0.03], [0.09, -0.06, 0.03], [-0.08, 0.01, -0.05], [-0.01, 0.02, -0.04], [0.10, -0.12, -0.01], [0.09, 0.17, -0.08], [-0.01, 0.04, 0.03], [0.02, -0.02, -0.01], [0.01, 0.00, -0.01], [-0.06, -0.03, 0.02], [0.00, 0.00, -0.01], [-0.02, -0.01, 0.00], [-0.01, 0.01, 0.01], [0.00, 0.04, -0.02], [-0.01, 0.04, -0.02], [-0.01, 0.02, 0.07], [0.01, 0.00, 0.02], [0.00, 0.02, -0.02], [0.00, 0.01, 0.00], [-0.02, 0.01, 0.00], [0.03, -0.08, -0.03], [0.01, -0.02, -0.03], [0.01, 0.00, 0.02], [0.00, 0.04, 0.01], [-0.04, 0.01, 0.00], [-0.02, -0.01, 0.00], [-0.01, 0.02, 0.02], [-0.01, 0.02, 0.00], [-0.01, 0.03, 0.02], [0.22, -0.07, 0.07], [0.01, -0.01, 0.00], [-0.02, 0.00, 0.01], [-0.03, -0.01, -0.04], [-0.06, -0.05, 0.11], [0.01, -0.04, 0.00], [0.03, -0.01, 0.00], [0.01, 0.01, -0.03], [0.01, 0.00, 0.01], [-0.05, -0.03, 0.00], [0.17, 0.01, 0.11], [0.03, 0.06, -0.01], [-0.05, 0.35, 0.23], [0.30, -0.06, 0.01], [-0.43, 0.00, -0.05], [-0.31, -0.50, -0.16], [0.18, -0.05, -0.01], [-0.16, 0.06, -0.02], [0.10, -0.11, -0.02], [0.02, -0.06, -0.11], [0.07, 0.00, -0.04], [-0.06, 0.00, -0.02], [-0.06, -0.01, 0.01], [0.00, 0.01, 0.00], [-0.03, 0.00, 0.00], [0.01, 0.00, -0.05], [0.03, -0.03, 0.01], [-0.08, 0.05, 0.08], [0.02, 0.01, -0.04], [-0.08, -0.03, 0.06], [-0.02, 0.01, 0.03], [0.01, 0.02, -0.02], [0.12, -0.13, 0.00], [0.02, 0.00, 0.03], [0.01, 0.00, 0.02], [-0.01, -0.02, -0.01], [-0.01, 0.00, -0.01], [-0.04, 0.14, -0.09], [0.24, 0.25, 0.12], [-0.01, 0.22, 0.17], [0.10, -0.20, -0.27], [-0.16, 0.35, -0.29], [-0.15, -0.09, -0.01], [0.08, 0.10, 0.06], [0.08, -0.28, 0.15], [-0.31, 0.29, -0.31], [0.07, -0.18, 0.01], [-0.01, 0.04, -0.06], [0.04, -0.01, 0.01], [0.00, 0.00, -0.01], [0.01, -0.01, -0.03], [-0.01, -0.02, 0.02], [-0.05, 0.04, 0.00], [0.02, -0.01, -0.03], [0.01, 0.01, 0.07], [-0.03, 0.01, 0.04], [-0.03, -0.01, 0.05], [-0.01, -0.01, 0.03], [0.04, -0.01, 0.06], [0.03, -0.04, 0.00], [-0.04, 0.04, 0.01], [-0.01, 0.01, -0.03], [0.01, 0.00, -0.01], [0.01, -0.02, 0.00], [0.01, -0.03, 0.03], [0.00, 0.05, -0.01], [-0.02, 0.00, 0.00], [-0.03, -0.01, 0.00], [0.01, -0.02, -0.01], [0.00, -0.02, 0.01]],
  "de_lowest_kcal_mol": 8.08,
  "molar_mass_g_mol": 1208.3,
  "lumo_ev": [-3.004, -6.236],
  "total_charge": 1,
  "multiplicity": 2
}


{
  "formula": "C53H54N5O4PtSTe",
  "method": "ωB97M-V/def2-TZVPD",
  "symbols": ["Pt", "N", "C", "C", "C", "C", "C", "C", "C", "C", "N", "C", "H", "H", "H", "H", "H", "H", "H", "H", "O", "S", "C", "C", "C", "C", "H", "H", "H", "H", "H", "H", "H", "H", "C", "C", "C", "C", "C", "C", "Te", "N", "C", "O", "C", "C", "C", "C", "C", "C", "C", "C", "C", "C", "C", "C", "C", "C", "C", "C", "C", "C", "H", "H", "H", "H", "H", "H", "H", "H", "H", "H", "H", "H", "H", "H", "H", "H", "H", "H", "H", "H", "H", "H", "H", "H", "H", "H", "H", "O", "C", "N", "C", "C", "O", "N", "C", "C", "C", "C", "C", "C", "C", "C", "C", "C", "C", "C", "H", "H", "H", "H", "H", "H", "H", "H", "H", "H", "H"],
  "xyz": [[-0.356413, -0.051082, 0.687730], [-0.571490, -0.683106, -1.308939], [0.664868, -0.976510, -1.961876], [1.133270, -2.260074, -1.968495], [2.396481, -2.558289, -2.523740], [3.168234, -1.566883, -3.057739], [2.691865, -0.233290, -3.078889], [3.439300, 0.847270, -3.606530], [2.915153, 2.104313, -3.580248], [1.612773, 2.289298, -3.058080], [0.886726, 1.316868, -2.577366], [1.422421, 0.068296, -2.549077], [-1.164018, -1.521478, -1.178196], [-1.082134, 0.072222, -1.763087], [0.538265, -3.045135, -1.518037], [2.748921, -3.580614, -2.508595], [4.145521, -1.782481, -3.471175], [4.421161, 0.656592, -4.022426], [3.464310, 2.954631, -3.959884], [1.170741, 3.280720, -3.034163], [0.818364, 0.560299, 3.720625], [-0.317383, 0.657167, 2.809196], [-1.758849, -0.145255, 3.588117], [-2.531309, 0.945905, 4.349960], [-1.640799, 2.190690, 4.400354], [-1.018056, 2.297664, 3.014255], [-1.325306, -0.922866, 4.221045], [-2.354468, -0.609660, 2.803695], [-2.823335, 0.610850, 5.344561], [-3.436043, 1.179736, 3.788084], [-0.839343, 2.047521, 5.128015], [-2.187371, 3.094712, 4.666878], [-0.208251, 3.020721, 2.935618], [-1.741701, 2.445769, 2.215132], [-5.448540, 7.168110, -4.608421], [-4.674542, 6.143093, -3.826200], [-3.350662, 6.343669, -3.484797], [-2.614448, 5.393376, -2.774888], [-1.169027, 5.712070, -2.497139], [-3.237086, 4.206906, -2.380690], [-2.049698, 2.603646, -1.432265], [-0.473524, 1.853379, 0.070322], [0.452513, 2.783300, 0.145663], [0.299074, 3.951315, -0.290779], [1.768606, 2.505342, 0.833602], [2.492350, 1.329309, 0.667591], [3.677647, 1.129577, 1.360075], [4.147367, 2.098707, 2.232835], [3.444006, 3.286542, 2.384896], [2.271303, 3.493117, 1.677605], [-3.391012, 2.535869, 0.213301], [-3.599685, 3.685917, 0.978241], [-2.841725, 4.968425, 0.763782], [-4.540426, 3.641407, 2.009168], [-5.269894, 2.498727, 2.292688], [-6.287319, 2.473509, 3.399389], [-5.014057, 1.358472, 1.538822], [-4.080467, 1.349657, 0.509192], [-3.863089, 0.057482, -0.232587], [-4.578585, 3.971812, -2.731309], [-5.322272, 2.707426, -2.392101], [-5.268230, 4.946727, -3.441549], [-4.875077, 8.085941, -4.730636], [-6.387209, 7.417549, -4.111807], [-5.696849, 6.792039, -5.602708], [-2.858347, 7.263861, -3.782715], [-1.052587, 6.775255, -2.282737], [-0.559011, 5.496430, -3.379825], [-0.751918, 5.149262, -1.665742], [2.145821, 0.573431, -0.025297], [4.229797, 0.209089, 1.220196], [5.058128, 1.930268, 2.792852], [3.810964, 4.053037, 3.055591], [1.726287, 4.424511, 1.766861], [-1.791921, 4.785219, 0.521313], [-2.886276, 5.581515, 1.663971], [-3.271253, 5.544154, -0.058627], [-4.699223, 4.535136, 2.603436], [-6.418044, 3.461453, 3.838515], [-5.983783, 1.788027, 4.193899], [-7.256689, 2.133928, 3.031934], [-5.560217, 0.445527, 1.753987], [-4.638465, -0.665522, 0.017246], [-2.904155, -0.392211, 0.039538], [-3.862117, 0.196476, -1.314265], [-4.743946, 1.818304, -2.651143], [-6.260693, 2.666009, -2.943140], [-5.552395, 2.649086, -1.328312], [-6.302600, 4.758495, -3.711276], [-2.033942, -2.800765, -0.300645], [-1.360393, -2.949752, 0.719362], [-1.473527, -4.009730, 1.560564], [-0.463516, -3.998746, 2.596753], [0.231547, -2.653620, 2.256249], [1.156575, -2.180691, 2.869910], [-0.385900, -2.090622, 1.172277], [0.499909, -5.184882, 2.487342], [0.050726, -6.405397, 1.994835], [0.903659, -7.495908, 1.911816], [2.219937, -7.382522, 2.331050], [2.669875, -6.173679, 2.840090], [1.818368, -5.081581, 2.920248], [-1.069151, -3.938968, 4.002286], [-0.322513, -3.470984, 5.080770], [-0.876812, -3.438638, 6.351404], [-2.173724, -3.883388, 6.566721], [-2.917027, -4.357613, 5.497727], [-2.368335, -4.380891, 4.222595], [-2.040092, -4.795761, 1.300143], [-0.976338, -6.531633, 1.675999], [0.535892, -8.434472, 1.518045], [2.889582, -8.229652, 2.261651], [3.692951, -6.074542, 3.178873], [2.182690, -4.139308, 3.303594], [0.681485, -3.105171, 4.919565], [-0.289042, -3.058238, 7.176783], [-2.601410, -3.859855, 7.560499], [-3.928899, -4.710077, 5.651392], [-2.972300, -4.733348, 3.397271]],
  "atomic_forces_ev_per_a": [[0.26, -0.09, -0.11], [-0.07, 0.23, 0.12], [-0.06, -0.34, 0.05], [0.15, -0.01, 0.04], [-0.04, 0.07, 0.01], [-0.03, 0.01, 0.01], [0.11, 0.00, -0.04], [-0.03, 0.00, 0.00], [-0.04, 0.00, 0.01], [0.08, -0.01, -0.01], [-0.07, -0.03, 0.01], [-0.11, 0.08, -0.09], [-0.05, 0.09, -0.26], [0.12, -0.08, -0.22], [0.01, 0.00, -0.01], [0.01, -0.01, 0.00], [0.00, 0.00, 0.00], [0.02, 0.01, 0.01], [0.01, 0.00, 0.00], [0.00, 0.00, -0.01], [0.19, 0.00, -0.10], [-0.58, -0.10, 0.25], [0.11, 0.01, 0.10], [0.05, 0.03, -0.04], [0.07, -0.05, 0.00], [0.07, 0.01, 0.09], [-0.03, 0.04, 0.01], [0.03, -0.03, -0.03], [0.03, -0.03, -0.01], [-0.03, 0.02, 0.03], [-0.03, 0.08, 0.05], [-0.07, -0.02, -0.05], [0.02, -0.04, -0.06], [-0.07, 0.04, 0.02], [-0.01, 0.00, -0.01], [-0.01, -0.02, 0.01], [0.00, 0.01, 0.01], [0.01, 0.02, 0.02], [0.04, -0.02, 0.00], [0.06, 0.03, -0.18], [-0.20, -0.13, 0.23], [0.00, -0.05, -0.04], [0.25, 0.32, 0.02], [-0.01, -0.09, -0.05], [-0.02, -0.06, 0.13], [0.00, 0.06, -0.06], [0.04, 0.00, 0.00], [-0.03, -0.01, -0.01], [0.00, -0.02, 0.00], [-0.02, 0.00, 0.01], [0.00, -0.07, -0.09], [-0.03, 0.05, 0.07], [0.04, 0.00, -0.02], [0.02, 0.01, -0.01], [0.05, 0.00, -0.01], [-0.01, -0.01, 0.01], [0.01, 0.01, 0.04], [-0.05, -0.04, -0.03], [0.00, 0.04, 0.01], [-0.01, 0.03, -0.02], [0.05, -0.05, 0.02], [-0.01, 0.01, 0.01], [0.01, 0.01, 0.00], [0.00, 0.00, 0.01], [0.00, 0.00, -0.01], [0.00, 0.01, 0.02], [0.00, 0.01, -0.01], [-0.01, -0.01, -0.01], [-0.02, 0.01, 0.01], [-0.02, -0.05, 0.03], [-0.01, -0.01, 0.01], [0.01, 0.00, -0.01], [0.00, 0.00, 0.00], [0.00, 0.00, 0.00], [-0.01, -0.02, 0.00], [0.00, 0.01, 0.00], [-0.01, 0.00, 0.00], [-0.02, 0.01, 0.00], [0.00, 0.01, 0.00], [0.00, 0.00, 0.01], [0.00, 0.00, 0.00], [-0.01, 0.00, 0.01], [-0.01, 0.00, -0.01], [-0.05, 0.03, 0.00], [-0.01, 0.01, -0.01], [0.02, -0.01, 0.01], [-0.01, -0.01, -0.01], [0.00, 0.00, 0.03], [-0.01, 0.00, 0.00], [0.01, -0.01, 0.04], [-0.15, 0.04, -0.13], [-0.01, -0.06, 0.07], [0.04, -0.08, -0.01], [-0.02, -0.04, -0.11], [0.08, 0.06, 0.03], [-0.05, 0.21, 0.26], [0.01, 0.04, 0.01], [-0.03, -0.02, 0.02], [0.01, 0.00, 0.00], [0.01, 0.01, 0.00], [-0.01, -0.01, 0.01], [0.00, 0.01, 0.00], [-0.02, 0.01, -0.02], [0.00, -0.03, 0.01], [0.01, 0.01, 0.00], [0.00, 0.00, 0.00], [0.00, -0.01, 0.00], [-0.01, 0.04, 0.01], [0.06, -0.01, -0.05], [0.01, 0.01, -0.02], [-0.01, -0.01, 0.00], [0.00, -0.01, 0.01], [0.01, 0.00, -0.02], [0.00, 0.01, 0.00], [0.01, -0.01, 0.00], [0.00, -0.01, 0.01], [0.00, 0.00, 0.01], [-0.01, 0.01, 0.00], [0.00, 0.00, -0.01]],
  "de_lowest_kcal_mol": 0.00,
  "molar_mass_g_mol": 1179.8,
  "lumo_ev": [0.096, -0.905],
  "multiplicity": 2
}


Q: Which value of multiplicity does entry 1 give?
A: 2


Q: Number 2 is which compound?
A: C53H54N5O4PtSTe


Q: Which value of multiplicity does entry 1 give?
A: 2